Below is a structure of composition C13H17N at a distorted geometry, with properties calculated with wB97M-V/def2-TZVPD.

```
31
Properties=species:S:1:pos:R:3:forces:R:3:mulliken_charge:R:1
N -1.16119 -1.59369 1.57338 2.6 0.9 2.2 -0.655
C 0.33601 -1.50370 -0.59715 -0.8 -1.3 3.1 -1.117
C 2.88777 -1.04528 -0.66580 -0.8 0.3 1.2 -0.666
C 1.27127 0.42423 0.50059 -1.2 -1.6 -1.3 0.022
C 3.67537 0.91100 0.39976 -1.6 2.3 0.6 -0.702
C -2.17615 -0.94528 -0.44586 1.2 1.7 -1.7 -1.058
C -0.80504 -0.85750 0.31127 -0.8 -0.1 0.5 0.665
C -0.85770 1.54723 -0.46035 0.3 -2.0 -0.3 -1.156
C -3.11387 0.21153 -0.10912 1.0 -0.2 0.2 -0.827
C -0.27150 0.60373 0.62358 0.9 -1.5 -2.8 -0.326
C 2.30124 1.24215 0.80605 2.0 -1.0 -0.8 -0.646
C 1.56100 -0.73027 -0.23405 2.0 -1.3 -1.0 0.620
C 3.97632 -0.20844 -0.32191 -0.1 -1.3 -1.4 -0.375
C -2.41120 1.55343 -0.40210 1.1 2.9 -0.5 -0.599
H 3.15533 -1.96394 -1.18583 -0.6 0.1 -0.1 0.385
H -2.64973 -1.89574 -0.26495 0.0 -0.4 0.0 0.460
H 1.89308 2.08321 1.27995 0.9 1.8 0.9 0.517
H -0.57777 -1.10531 2.60979 -1.8 -2.7 -4.4 0.318
H 4.99523 -0.48630 -0.79322 -1.7 0.9 1.2 0.273
H -0.33304 2.46237 -0.32772 -0.4 1.5 0.3 0.516
H -0.57988 1.04364 1.52358 -0.5 0.1 1.7 0.784
H 4.41339 1.70105 0.49015 0.1 -0.2 0.5 0.334
H -0.57966 1.31646 -1.47968 0.5 -0.9 -0.3 0.433
H 0.05478 -1.31714 -1.58741 -0.3 0.0 -1.7 0.380
H -2.45167 2.32063 0.39263 -1.4 -0.5 0.1 0.281
H -4.07363 0.01236 -0.59730 0.1 0.6 0.1 0.446
H 0.35433 -2.65100 -0.38953 0.2 1.9 -0.5 0.380
H -0.96981 -2.60954 1.27439 0.0 1.8 1.9 0.379
H -1.98725 -0.81424 -1.54232 -0.1 -0.6 0.6 0.330
H -3.22741 0.12634 0.95816 -0.6 0.2 0.6 0.330
H -2.64858 2.16802 -1.33901 -0.5 -1.3 1.1 0.272
```
Positions in Å, forces in eV/Å.

Calculated values
LUMO level: 0.91 eV
HOMO-LUMO gap: 9.65 eV
HOMO: -8.738 eV
Spin multiplicity: 1
Total charge: 0
DFT total energy: -560.22459 hartree